No. 1
Molecular formula: C2H6O3P
Method: DFT, ωB97M-V/def2-TZVPD

HOMO (spin up / spin down)	-4.25 / -3.23	eV
frontier orbital gap (spin up / spin down)	8.404 / 6.807	eV
F_max	3.28	eV/Å
LUMO level (spin up / spin down)	4.159 / 3.581	eV

```
! wB97M-V def2-TZVPD RIJCOSX def2/J DEFGRID3
* xyz -1 1
C -1.423 0.237 -0.697
C -0.005 -0.036 -0.484
O 0.405 1.205 1.949
O 2.392 0.293 0.521
O 0.852 0.136 -1.525
P 0.971 0.167 1.065
H -1.843 0.164 0.343
H -1.330 1.307 -0.933
H -1.882 -0.537 -1.244
H -0.395 -2.237 0.176
H 1.626 0.360 -0.903
H 0.632 -1.059 1.732
*
```

=====

No. 2
Molecular formula: C4H13N3
Method: DFT, ωB97M-V/def2-TZVPD

HOMO	-17.57	eV
frontier orbital gap	7.244	eV
F_max	5.09	eV/Å
LUMO level	-10.330	eV

```
! wB97M-V def2-TZVPD RIJCOSX def2/J DEFGRID3
* xyz 2 1
C -0.806 -0.873 -0.073
C 0.509 -0.659 0.707
C 0.385 0.814 0.178
C -0.856 1.338 0.324
N -1.641 2.075 -0.599
N 1.789 1.446 -0.096
N 0.125 -3.507 -0.290
H -0.809 -0.660 -1.135
H -1.779 -1.231 0.331
H 1.201 -1.406 0.291
H 0.673 -0.675 1.829
H -1.298 1.330 1.406
H -1.229 1.862 -1.521
H -1.714 3.105 -0.530
H 1.946 2.240 0.620
H 2.631 0.802 -0.052
H 1.900 2.039 -0.889
H -0.139 -3.628 0.624
H 1.046 -3.146 -0.260
H 0.272 -4.458 -0.636
*
```

=====

No. 3
Molecular formula: C5H26N2O6
Method: DFT, ωB97M-V/def2-TZVPD

HOMO	-17.02	eV
frontier orbital gap	11.402	eV
F_max	2.41	eV/Å
LUMO level	-5.616	eV

```
! wB97M-V def2-TZVPD RIJCOSX def2/J DEFGRID3
* xyz 2 1
C -0.075 1.682 -3.091
C -0.188 1.050 -1.722
C -1.042 -0.232 -1.808
C -1.182 -0.974 -0.523
C -0.435 -1.905 0.006
N -2.389 -0.589 0.329
N 1.224 0.789 -1.206
H -0.090 0.951 -3.896
H 0.778 2.345 -3.224
H -0.942 2.324 -3.260
H -0.667 1.710 -1.001
H -0.548 -0.900 -2.519
H -1.982 -0.116 -2.350
H -0.595 -2.434 0.934
H 0.371 -2.453 -0.473
H -3.227 -0.532 -0.249
H -2.424 -1.396 0.948
H -2.230 0.318 0.801
H 1.624 1.721 -1.220
H 1.133 0.401 -0.240
H 1.705 0.052 -1.767
H 0.443 0.168 4.611
H -0.072 1.430 4.094
O 0.017 0.507 3.818
H 3.370 0.721 0.957
H 4.459 0.477 0.013
O 3.544 0.759 0.005
H 2.145 -2.029 -3.077
H 1.293 -0.981 -3.792
O 1.540 -1.312 -2.920
H 1.524 -1.119 1.510
H 0.760 -0.123 2.292
O 1.265 -0.188 1.449
H -2.017 -2.190 3.747
H -0.531 -1.988 3.755
O -1.282 -1.957 3.167
H -2.175 1.709 2.577
H -1.206 2.488 1.666
O -1.893 1.814 1.660
*
```

=====

No. 4
Molecular formula: O5S2
Method: DFT, ωB97M-V/def2-TZVPD

SMILES	O=S(=O)=S(=O)([O-])[O-]
HOMO	0.54	eV
frontier orbital gap	5.930	eV
F_max	4.46	eV/Å
LUMO level	6.470	eV

```
! wB97M-V def2-TZVPD RIJCOSX def2/J DEFGRID3
* xyz -2 1
O -1.871 -1.127 -0.478
S -1.335 -0.079 0.475
O -1.677 1.292 0.132
S 0.806 -0.040 0.025
O 1.369 -0.279 -1.343
O 1.365 -1.019 0.980
O 1.121 1.381 0.542
*
```

=====

No. 5
Molecular formula: C5H12NO
Method: DFT, ωB97M-V/def2-TZVPD

SMILES	CC[C@H](C)NC[O-]
HOMO	-2.30	eV
frontier orbital gap	6.191	eV
F_max	5.02	eV/Å
LUMO level	3.896	eV

```
! wB97M-V def2-TZVPD RIJCOSX def2/J DEFGRID3
* xyz -1 1
C -0.776 -0.161 2.206
C -0.258 -0.727 0.857
C -0.128 0.410 -0.286
C -1.495 0.931 -0.696
N 0.548 -0.181 -1.573
C 2.054 -0.187 -1.386
O 2.560 -1.153 -0.648
H -0.604 0.856 2.308
H -0.336 -0.798 2.955
H -1.883 -0.229 2.084
H -0.754 -1.562 0.471
H 0.790 -1.203 0.821
H 0.501 1.214 0.028
H -2.190 0.139 -0.927
H -1.968 1.463 0.209
H -1.132 1.657 -1.528
H 0.244 -1.095 -1.631
H 2.443 -0.215 -2.442
H 2.382 0.841 -0.822
*
```

=====

No. 6
Molecular formula: C36H32CrF3IN5O5PS3
Method: DFT, ωB97M-V/def2-TZVPD

HOMO (spin up / spin down)	-4.03 / -4.04	eV
frontier orbital gap (spin up / spin down)	6.098 / 6.029	eV
F_max	0.38	eV/Å
LUMO level (spin up / spin down)	2.063 / 1.994	eV

```
! wB97M-V def2-TZVPD RIJCOSX def2/J DEFGRID3
* xyz -1 2
Cr -0.632 -0.597 1.339
N 1.407 -0.428 1.845
C 1.615 0.699 2.712
C 2.787 0.956 3.361
C 2.906 2.080 4.206
C 1.859 2.937 4.387
C 0.627 2.693 3.736
C -0.518 3.508 3.880
C -1.675 3.176 3.239
C -1.714 2.003 2.460
N -0.667 1.235 2.306
C 0.510 1.563 2.908
H 1.768 -1.272 2.287
H 1.969 -0.367 0.975
H 3.630 0.290 3.214
H 3.845 2.257 4.714
H 1.951 3.799 5.036
H -0.464 4.387 4.513
H -2.570 3.775 3.338
H -2.622 1.672 1.969
S 3.294 -1.726 -0.195
C 4.043 -0.608 -1.319
C 5.391 -0.238 -1.189
C 5.991 0.648 -2.070
C 5.271 1.200 -3.123
C 3.936 0.844 -3.272
C 3.336 -0.041 -2.389
H 5.961 -0.665 -0.373
H 7.035 0.909 -1.932
H 5.740 1.892 -3.812
H 3.348 1.263 -4.081
H 2.293 -0.303 -2.521
O -4.990 -1.532 1.249
S -3.724 -1.562 1.995
N -2.523 -0.961 1.392
N -0.457 0.183 -0.245
P -1.118 0.322 -1.638
C -0.426 1.756 -2.518
C -0.948 2.210 -3.728
C -0.382 3.300 -4.367
C 0.716 3.941 -3.802
C 1.242 3.491 -2.602
C 0.668 2.402 -1.958
C -2.897 0.634 -1.590
C -3.329 1.931 -1.312
C -4.678 2.196 -1.147
C -5.605 1.166 -1.250
C -5.179 -0.126 -1.509
C -3.829 -0.393 -1.677
C -0.846 -1.069 -2.776
C -1.595 -1.299 -3.929
C -1.267 -2.347 -4.775
C -0.177 -3.159 -4.483
C 0.579 -2.924 -3.345
C 0.242 -1.886 -2.485
H -1.807 1.718 -4.170
H -0.793 3.651 -5.305
H 1.165 4.788 -4.307
H 2.109 3.973 -2.170
H 1.070 2.026 -1.024
H -2.604 2.733 -1.229
H -5.008 3.205 -0.930
H -6.658 1.368 -1.103
H -5.894 -0.938 -1.540
H -3.499 -1.411 -1.838
H -2.445 -0.670 -4.166
H -1.859 -2.529 -5.664
H 0.084 -3.972 -5.150
H 1.448 -3.532 -3.123
H 0.845 -1.697 -1.602
N -0.859 -4.179 2.061
C 0.013 -3.657 1.175
O -0.165 -2.556 0.668
C 1.211 -4.495 0.810
I 2.572 -4.449 2.461
H -1.511 -3.518 2.465
H -0.540 -4.916 2.669
H 1.740 -4.052 -0.031
H 0.947 -5.536 0.648
F -2.315 -3.224 4.828
C -1.319 -2.618 5.497
F -1.738 -2.393 6.745
F -0.293 -3.480 5.552
S -0.831 -1.048 4.669
O 0.303 -0.587 5.422
O -2.020 -0.244 4.704
O -0.477 -1.575 3.334
*
```

=====

No. 7
Molecular formula: C2H6O2S2
Method: DFT, ωB97M-V/def2-TZVPD

SMILES	O=CO.CSS
HOMO	-9.07	eV
frontier orbital gap	9.282	eV
F_max	1.73	eV/Å
LUMO level	0.208	eV

```
! wB97M-V def2-TZVPD RIJCOSX def2/J DEFGRID3
* xyz 0 1
O 1.777 -0.772 -3.060
C 1.273 -0.830 -1.975
O 0.762 0.234 -1.332
H 1.147 -1.835 -1.474
H 1.193 1.087 -1.571
C -1.492 -0.247 1.011
S -0.015 -0.483 2.007
S 0.777 1.454 1.582
H -2.133 0.359 1.647
H -1.823 -1.263 0.783
H -1.277 0.232 0.045
H -0.190 2.063 2.336
*
```

=====

No. 8
Molecular formula: C11H12
Method: DFT, ωB97M-V/def2-TZVPD

HOMO (spin up / spin down)	-5.80 / -9.39	eV
frontier orbital gap (spin up / spin down)	6.799 / 7.800	eV
F_max	6.57	eV/Å
LUMO level (spin up / spin down)	1.000 / -1.588	eV

```
! wB97M-V def2-TZVPD RIJCOSX def2/J DEFGRID3
* xyz 0 3
C -0.688 3.514 0.502
C 0.276 2.813 1.164
C -1.485 2.810 -0.428
C 0.434 1.464 1.108
C -1.302 1.439 -0.588
C -0.387 0.722 0.234
C -1.282 -1.538 -0.845
C -2.268 -2.338 -1.464
C -0.366 -0.788 0.122
C 2.079 -1.540 -0.099
C 0.720 -1.633 0.685
H -0.670 4.532 0.606
H 0.882 3.286 1.855
H -2.290 3.402 -0.995
H 1.267 1.137 1.744
H -1.910 0.761 -1.270
H -2.964 -2.829 -0.839
H -2.148 -2.508 -2.526
H 2.828 -2.027 0.672
H 2.125 -0.491 -0.251
H 1.874 -2.055 -0.964
H 0.822 -1.261 1.639
H 0.319 -2.572 0.585
*
```

=====

No. 9
Molecular formula: C24H30N2PRh
Method: DFT, ωB97M-V/def2-TZVPD

HOMO (spin up / spin down)	-14.06 / -14.96	eV
frontier orbital gap (spin up / spin down)	8.394 / 6.553	eV
F_max	0.38	eV/Å
LUMO level (spin up / spin down)	-5.662 / -8.407	eV

```
! wB97M-V def2-TZVPD RIJCOSX def2/J DEFGRID3
* xyz 2 5
Rh 0.285 0.948 0.660
C -0.643 -5.058 -3.957
C -1.170 -4.957 -2.675
C -0.978 -3.804 -1.937
C -0.231 -2.755 -2.488
C 0.275 -2.847 -3.793
C 0.074 -4.006 -4.518
P 0.059 -1.273 -1.578
C -0.979 -1.124 -0.119
C -2.350 -0.872 -0.315
C -3.234 -0.986 0.740
C -2.774 -1.369 2.000
C -1.430 -1.627 2.210
C -0.522 -1.504 1.160
C 1.732 -0.885 -1.210
C 2.797 -1.520 -1.873
C 4.089 -1.118 -1.608
C 4.318 -0.087 -0.701
C 3.261 0.539 -0.045
C 1.946 0.165 -0.287
H -0.801 -5.961 -4.531
H -1.731 -5.779 -2.254
H -1.389 -3.726 -0.938
H 0.809 -2.016 -4.238
H 0.462 -4.088 -5.524
H -2.713 -0.613 -1.303
H -4.288 -0.802 0.583
H -3.479 -1.486 2.813
H -1.081 -1.957 3.179
H 0.516 -1.786 1.301
H 2.612 -2.333 -2.563
H 4.921 -1.605 -2.096
H 5.334 0.224 -0.494
H 3.488 1.324 0.666
C -0.011 1.075 3.851
N 0.296 1.891 2.661
C 1.652 2.465 2.815
C -0.723 2.964 2.528
C -0.590 3.725 1.223
N -0.732 2.827 0.045
C -0.067 3.428 -1.131
C -2.162 2.624 -0.264
H 0.062 1.683 4.757
H 0.698 0.252 3.919
H -1.020 0.678 3.769
H 1.671 3.187 3.637
H 1.968 2.967 1.900
H 2.352 1.661 3.032
H -0.640 3.658 3.372
H -1.705 2.490 2.598
H 0.378 4.221 1.159
H -1.349 4.512 1.181
H -0.508 4.401 -1.363
H -0.188 2.769 -1.989
H 0.997 3.553 -0.930
H -2.631 3.577 -0.522
H -2.677 2.191 0.593
H -2.255 1.944 -1.109
*
```

=====

No. 10
Molecular formula: C21H25FN2O4S
Method: DFT, ωB97M-V/def2-TZVPD

SMILES	Cc1ccc(S(=O)(=O)N2CCC(=O)N(CCOCc3ccc(F)cc3)CC2)cc1
HOMO	-9.02	eV
frontier orbital gap	9.579	eV
F_max	1.09	eV/Å
LUMO level	0.562	eV

```
! wB97M-V def2-TZVPD RIJCOSX def2/J DEFGRID3
* xyz 0 1
C -7.911 -1.578 -0.096
C -6.431 -1.356 -0.095
C -5.757 -1.069 -1.278
C -4.385 -0.888 -1.283
C -3.686 -0.994 -0.096
S -1.917 -0.770 -0.065
O -1.444 -0.552 -1.408
O -1.310 -1.833 0.680
N -1.792 0.616 0.886
C -2.307 1.814 0.265
C -1.425 2.430 -0.829
C -0.246 3.230 -0.305
O -0.158 4.429 -0.505
N 0.694 2.550 0.392
C 1.863 3.264 0.858
C 3.087 2.993 -0.019
O 3.529 1.675 0.208
C 4.578 1.270 -0.645
C 4.846 -0.194 -0.420
C 3.789 -1.097 -0.456
C 4.003 -2.445 -0.243
C 5.294 -2.881 -0.003
F 5.518 -4.197 0.202
C 6.365 -2.007 0.033
C 6.130 -0.659 -0.171
C 0.631 1.125 0.644
C -0.526 0.739 1.574
C -4.332 -1.281 1.091
C -5.703 -1.460 1.088
H -8.385 -1.047 -0.917
H -8.123 -2.641 -0.215
H -8.354 -1.253 0.842
H -6.312 -0.988 -2.201
H -3.843 -0.670 -2.189
H -3.270 1.535 -0.171
H -2.490 2.550 1.056
H -1.081 1.635 -1.493
H -2.032 3.127 -1.409
H 1.627 4.330 0.817
H 2.086 2.969 1.886
H 3.885 3.710 0.229
H 2.817 3.130 -1.077
H 5.482 1.866 -0.448
H 4.286 1.437 -1.697
H 2.790 -0.738 -0.647
H 3.189 -3.152 -0.263
H 7.358 -2.382 0.224
H 6.957 0.035 -0.138
H 1.580 0.836 1.096
H 0.515 0.568 -0.292
H -0.329 -0.242 2.009
H -0.637 1.478 2.373
H -3.749 -1.364 1.994
H -6.218 -1.685 2.010
*
```

=====

No. 11
Molecular formula: C5H10F2O
Method: DFT, ωB97M-V/def2-TZVPD

HOMO	-10.87	eV
frontier orbital gap	11.333	eV
F_max	4.30	eV/Å
LUMO level	0.467	eV

```
! wB97M-V def2-TZVPD RIJCOSX def2/J DEFGRID3
* xyz 0 1
C 1.285 -0.638 -0.799
C -1.140 -0.460 -1.466
C -0.110 0.252 1.742
C -0.001 0.216 -0.757
C -0.444 0.984 0.580
O -1.000 2.079 0.439
F 0.357 1.326 -1.488
F 0.671 3.019 2.082
H 2.098 0.013 -0.515
H 1.400 -0.839 -1.813
H 1.299 -1.553 -0.281
H -0.814 -0.566 -2.558
H -1.962 0.256 -1.540
H -1.448 -1.422 -1.161
H -0.312 0.601 2.724
H 0.953 0.314 1.686
H -0.353 -0.811 1.647
H -0.243 2.550 1.618
*
```

=====

No. 12
Molecular formula: C4H12P2S2
Method: DFT, ωB97M-V/def2-TZVPD

SMILES	CP=P(C)(C)SSC
HOMO	-7.24	eV
frontier orbital gap	7.402	eV
F_max	5.85	eV/Å
LUMO level	0.160	eV

```
! wB97M-V def2-TZVPD RIJCOSX def2/J DEFGRID3
* xyz 0 1
C 1.325 -2.351 0.290
P 1.869 -0.925 -0.887
P 0.638 0.635 -0.209
C 0.336 1.258 1.568
C 1.451 2.066 -0.915
S -1.346 1.318 -1.078
S -2.855 0.419 -0.032
C -2.771 -1.363 -0.440
H 1.796 -2.164 1.203
H 1.466 -3.366 -0.048
H 0.280 -2.174 0.179
H -0.774 1.176 1.595
H 0.677 0.566 2.380
H 0.887 2.203 1.455
H 2.056 1.781 -1.684
H 0.779 2.846 -1.145
H 2.089 2.474 -0.095
H -2.864 -1.440 -1.577
H -3.760 -1.760 0.008
H -1.893 -1.657 -0.053
*
```